No. 1
H16O8 as an isolated structure in a non-equilibrium geometry, computed with wB97M-V/def2-TZVPD.

Structure (ORCA input):
```
! RIJCOSX wB97M-V def2-TZVPD def2/J DEFGRID3
* xyz 0 1
O -0.5494 3.0192 -0.2020
H 0.3687 3.2375 -0.0420
H -0.7937 2.4562 0.5326
O -0.5444 -1.3627 2.0619
H -0.8393 -0.7442 2.7302
H -1.1225 -1.2036 1.3158
O 1.2167 1.1666 0.6433
H 1.8017 1.6160 0.0334
H 1.7976 0.6272 1.1797
O 1.4664 -1.0762 1.2381
H 1.8041 -1.9113 1.5618
H 0.5170 -1.1466 1.3373
O 1.7138 -0.3191 -1.4337
H 0.8788 -0.1284 -1.0064
H 1.4702 -0.7082 -2.2737
O -0.2361 -0.1621 -0.4454
H -0.3764 0.7769 -0.5678
H 0.3819 -0.2193 0.2833
O -1.8936 -1.3179 0.6911
H -1.8762 -0.3819 0.4912
H -1.7038 -1.7452 -0.1441
O -1.2289 0.1913 -2.4999
H -1.1361 -0.6517 -2.0561
H -1.1165 -0.0126 -3.4284
*
```

Output
ΔE to the lowest compared entry with this formula, charge and spin in kcal per mole: 213.9
E_LUMO in eV: 0.17
Orbital gap in eV: 9.78
Highest occupied orbital energy in eV: -9.6

No. 2
A 8-piece molecular cluster, H16O8 overall, computed with wB97M-V/def2-TZVPD.

Structure (ORCA input):
```
! RIJCOSX wB97M-V def2-TZVPD def2/J DEFGRID3
* xyz 0 1
O -3.8404 -12.1465 23.2469
H -4.2654 -12.6232 23.9685
H -4.3511 -11.3331 23.1476
O -5.7130 -9.1437 17.0979
H -6.5060 -9.6905 17.0254
H -5.2570 -9.5056 17.8641
O -1.6981 -9.4505 20.7305
H -1.5131 -8.6485 20.2274
H -1.0591 -9.4407 21.4519
O -4.9106 -10.8226 20.3880
H -4.3034 -10.1689 20.0224
H -4.4817 -11.6717 20.2151
O -7.6324 -10.5396 19.0344
H -6.9820 -11.0315 19.5595
H -8.4630 -10.6277 19.5139
O -2.7494 -14.7040 20.7005
H -3.0904 -13.8909 20.3080
H -2.1830 -15.0837 20.0199
O -4.6084 -6.4385 19.3669
H -4.4695 -7.3480 19.0866
H -5.5089 -6.2409 19.0850
O -3.6458 -13.2498 18.3018
H -3.7088 -13.1041 17.3503
H -3.9467 -14.1601 18.4312
*
```

Output
ΔE to the lowest compared entry with this formula, charge and spin in kcal per mole: 55.2
E_LUMO in eV: 0.20
Orbital gap in eV: 11.47
Highest occupied orbital energy in eV: -11.3

No. 3
A 8-piece molecular cluster, H16O8 overall in a non-equilibrium geometry, computed with wB97M-V/def2-TZVPD.

Structure (ORCA input):
```
! RIJCOSX wB97M-V def2-TZVPD def2/J DEFGRID3
* xyz 0 1
O 0.0671 -0.4029 -0.2496
H -0.2857 0.2529 -0.9115
H -0.7701 -0.6035 0.0924
O 1.6675 2.1168 3.4418
H 1.0225 1.4337 3.1880
H 1.1272 2.8477 3.5716
O -3.8267 -1.7707 0.4461
H -3.5409 -2.0363 -0.3594
H -4.5507 -1.1664 0.1447
O -3.6667 3.7992 -2.7326
H -3.3531 3.0726 -2.1924
H -3.5891 3.4357 -3.6379
O 0.5727 -0.8944 -3.0912
H 1.2421 -0.2878 -2.8689
H 0.0129 -0.6109 -2.3543
O 4.0763 -2.4107 2.1648
H 3.5642 -3.1636 2.6481
H 3.5697 -2.3024 1.3918
O 2.7288 -0.7659 -2.4257
H 2.9282 -0.2777 -1.5789
H 3.2521 -1.4915 -2.2345
O -0.3172 0.4514 2.5137
H -0.9805 1.0482 2.7348
H -0.9505 -0.2736 2.2992
*
```

Output
ΔE to the lowest compared entry with this formula, charge and spin in kcal per mole: 110.0
E_LUMO in eV: -0.47
Orbital gap in eV: 9.83
Highest occupied orbital energy in eV: -10.3

No. 4
A 8-piece molecular cluster, H16O8 overall, computed with wB97M-V/def2-TZVPD.

Structure (ORCA input):
```
! RIJCOSX wB97M-V def2-TZVPD def2/J DEFGRID3
* xyz 0 1
O 0.2317 -0.2507 1.6263
H 1.1784 -0.4316 1.6364
H 0.0136 -0.1952 0.6891
O -3.6940 -1.0865 3.2403
H -3.5272 -0.3428 2.6504
H -3.5979 -0.7117 4.1231
O 3.8313 -3.1978 -0.3251
H 3.9024 -4.0022 -0.8514
H 4.3380 -2.5463 -0.8229
O 0.8109 -1.3167 -1.0963
H 1.5580 -1.8705 -1.3496
H 0.5547 -1.6506 -0.2292
O -1.6441 -1.6948 -1.2343
H -1.4880 -0.8419 -0.8133
H -2.3718 -2.0756 -0.7298
O -0.7999 4.3805 -0.3813
H -0.6074 3.7442 -1.0791
H -1.7623 4.4310 -0.3689
O 4.8247 2.7226 0.7391
H 4.5671 2.6318 -0.1852
H 3.9882 2.8261 1.2066
O -3.5727 0.5189 -2.5316
H -2.8546 -0.1223 -2.5787
H -3.7949 0.5537 -1.5944
*
```

Output
ΔE to the lowest compared entry with this formula, charge and spin in kcal per mole: 70.5
E_LUMO in eV: -0.13
Orbital gap in eV: 11.23
Highest occupied orbital energy in eV: -11.4

No. 5
A 8-piece molecular cluster, H16O8 overall, computed with wB97M-V/def2-TZVPD.

Structure (ORCA input):
```
! RIJCOSX wB97M-V def2-TZVPD def2/J DEFGRID3
* xyz 0 1
O 2.2984 -13.0574 4.5389
H 1.3765 -12.7932 4.4079
H 2.3511 -13.3215 5.4685
O 2.1159 -14.7286 6.9110
H 1.9096 -15.1906 7.7338
H 2.6171 -15.3658 6.3820
O 5.3131 -12.2697 4.2171
H 4.3553 -12.1557 4.2773
H 5.6486 -11.9705 5.0696
O -0.5371 -15.6429 3.1282
H 0.0018 -14.8439 3.0628
H -0.8780 -15.6322 4.0283
O 3.3225 -13.0602 1.8087
H 3.0928 -12.9475 2.7460
H 2.6764 -12.5453 1.3191
O 0.9745 -12.8288 8.9495
H 0.2839 -13.3670 8.5480
H 1.7774 -12.9788 8.4180
O 3.7295 -12.3257 8.3612
H 4.2792 -12.9103 7.8258
H 3.7557 -12.7039 9.2502
O -0.1456 -12.5545 2.5993
H 0.4220 -12.5416 1.8202
H -0.2779 -11.6245 2.8226
*
```

Output
ΔE to the lowest compared entry with this formula, charge and spin in kcal per mole: 53.1
E_LUMO in eV: -0.14
Orbital gap in eV: 10.99
Highest occupied orbital energy in eV: -11.1

No. 6
A 8-piece molecular cluster, H16O8 overall in a non-equilibrium geometry, computed with wB97M-V/def2-TZVPD.

Structure (ORCA input):
```
! RIJCOSX wB97M-V def2-TZVPD def2/J DEFGRID3
* xyz 0 1
O 0.5603 1.1686 -0.2651
H 1.2525 1.2676 -0.9469
H 0.0497 0.2947 -0.4126
O 3.5537 -2.0356 -0.8590
H 4.4883 -1.9597 -1.0793
H 3.1436 -2.5684 -1.4821
O -0.5371 0.0177 1.5935
H -1.2043 -0.6580 1.7765
H 0.1284 -0.1346 2.2918
O -1.0588 2.8341 -0.3409
H -0.6114 2.5859 -1.0833
H -1.5465 3.5488 -0.7346
O -1.8241 -2.6414 1.1743
H -0.9564 -2.2749 1.4279
H -2.4665 -2.4303 1.9354
O -3.9006 -1.9200 -1.5342
H -4.2337 -1.0550 -1.0461
H -2.9876 -1.9673 -1.2227
O -2.9132 1.7034 0.1393
H -3.3688 1.7294 0.9195
H -3.1143 2.5102 -0.3531
O 6.1420 0.5408 0.2947
H 6.1566 0.5403 -0.6297
H 5.2482 0.9036 0.4366
*
```

Output
ΔE to the lowest compared entry with this formula, charge and spin in kcal per mole: 116.8
E_LUMO in eV: 0.20
Orbital gap in eV: 10.00
Highest occupied orbital energy in eV: -9.8

No. 7
H16O8Sr as an isolated structure, computed with wB97M-V/def2-TZVPD.

Structure (ORCA input):
```
! RIJCOSX wB97M-V def2-TZVPD def2/J DEFGRID3
* xyz 2 1
Sr 0.0164 0.0570 0.0789
O 1.2985 1.9278 1.4480
H 2.0989 2.1573 1.9436
H 0.8855 2.7856 1.2581
O -1.8049 1.1466 1.3146
H -2.7195 0.8519 1.1741
H -1.8324 1.6707 2.1313
O -1.6990 0.7192 -1.9134
H -2.6018 1.0691 -1.9684
H -1.3370 0.8024 -2.8087
O 0.0382 -1.1845 2.3624
H 0.5482 -1.1259 3.1858
H -0.5570 -1.9322 2.5048
O 1.2401 1.5183 -1.5807
H 0.7984 2.3675 -1.7520
H 1.9768 1.5097 -2.2113
O -1.8125 -1.8082 0.0518
H -2.2914 -2.0794 -0.7464
H -2.1243 -2.4269 0.7284
O 2.4586 -0.7146 0.5748
H 2.7045 -1.6042 0.8753
H 3.2037 -0.4022 0.0394
O 0.3853 -1.5265 -1.9375
H -0.1578 -2.1205 -2.4760
H 1.2846 -1.6581 -2.2769
*
```

Output
ΔE to the lowest compared entry with this formula, charge and spin in kcal per mole: 0.0
E_LUMO in eV: -6.18
Orbital gap in eV: 12.60
Highest occupied orbital energy in eV: -18.8

No. 8
H16O8Y as an isolated structure, computed with wB97M-V/def2-TZVPD.

Structure (ORCA input):
```
! RIJCOSX wB97M-V def2-TZVPD def2/J DEFGRID3
* xyz 3 1
Y 12.0338 -22.9733 -24.6053
O 11.8541 -22.1069 -26.8280
H 12.6033 -22.0460 -27.4207
H 11.0905 -21.9939 -27.3940
O 12.5795 -22.2339 -22.3624
H 12.8891 -21.4578 -21.8955
H 12.4195 -22.8799 -21.6744
O 11.1815 -20.8201 -24.4161
H 11.8083 -20.0968 -24.4316
H 10.4349 -20.4801 -23.9230
O 12.4674 -24.9144 -23.4628
H 12.2557 -25.7951 -23.7722
H 13.2755 -25.0240 -22.9615
O 10.1156 -23.0919 -23.2040
H 9.3955 -22.4777 -23.3469
H 10.0308 -23.3519 -22.2867
O 10.5738 -24.5717 -25.4990
H 9.8110 -24.4206 -26.0572
H 10.4280 -25.4400 -25.1235
O 13.5353 -24.3756 -26.0504
H 13.3667 -25.2001 -26.5066
H 14.4894 -24.3242 -25.9926
O 14.0365 -21.8272 -25.0504
H 14.3961 -21.2461 -25.7208
H 14.8048 -22.1829 -24.6040
*
```

Output
ΔE to the lowest compared entry with this formula, charge and spin in kcal per mole: 15.0
E_LUMO in eV: -10.55
Orbital gap in eV: 13.10
Highest occupied orbital energy in eV: -23.6

No. 9
A 8-piece molecular cluster, H17NO7 overall in a non-equilibrium geometry, computed with wB97M-V/def2-TZVPD.

Structure (ORCA input):
```
! RIJCOSX wB97M-V def2-TZVPD def2/J DEFGRID3
* xyz 0 1
N -2.9233 -1.6594 -0.4947
H -3.5465 -0.8151 -0.4192
H -2.2243 -1.3588 -1.1505
H -3.4047 -2.4777 -0.7672
O 0.7939 0.0898 -2.9651
H 1.2087 -0.2228 -2.2176
H 0.5678 -0.5704 -3.6380
O -1.7527 2.1384 1.7288
H -1.4604 1.8070 0.8889
H -2.5121 2.6623 1.8437
O 2.8293 0.8903 0.7184
H 3.1870 0.7703 1.6112
H 2.9177 1.7529 0.3463
O 0.9925 -1.5323 1.0486
H 0.2244 -1.1677 1.6326
H 1.4299 -0.6369 0.9949
O -0.9828 1.4491 -1.5760
H -0.0858 1.2865 -1.5095
H -1.1649 0.9628 -2.3513
O 0.4431 0.7759 3.0390
H -0.3830 0.8608 3.5728
H 1.0238 1.5913 2.8606
O 0.5991 -2.2353 -1.5082
H 0.9776 -3.1020 -1.6442
H 0.3293 -2.3332 -0.4733
*
```

Output
ΔE to the lowest compared entry with this formula, charge and spin in kcal per mole: 51.2
E_LUMO in eV: 0.27
Orbital gap in eV: 9.94
Highest occupied orbital energy in eV: -9.7

No. 10
H18KrO9 as an isolated structure, computed with wB97M-V/def2-TZVPD.

Structure (ORCA input):
```
! RIJCOSX wB97M-V def2-TZVPD def2/J DEFGRID3
* xyz 0 1
Kr 0.0820 0.9954 -0.8169
O -1.5068 -2.3561 -0.0620
H -1.3840 -1.9178 0.7801
H -2.2104 -2.9856 0.0955
O -0.7448 -1.1521 2.4504
H -0.3122 -1.7095 3.0973
H -1.4460 -0.7190 2.9373
O -2.3311 -1.6584 -2.5798
H -2.8432 -0.8511 -2.6271
H -2.1246 -1.7576 -1.6504
O 2.4628 2.0764 2.1997
H 2.9273 2.5078 1.4825
H 1.9160 1.4185 1.7702
O -4.0260 0.6004 -2.5809
H -3.7043 0.9625 -1.7553
H -3.8297 1.2747 -3.2313
O -3.6012 1.2379 0.1029
H -2.8050 1.7513 0.2394
H -3.5221 0.5053 0.7139
O 2.2918 -1.0780 1.7185
H 2.6957 -1.6172 1.0385
H 1.3504 -1.1834 1.5806
O 3.3046 0.0335 -1.4347
H 3.6589 -0.6867 -0.9132
H 3.0721 -0.3680 -2.2719
O 4.0731 2.5813 -0.0091
H 4.8415 2.1453 0.3592
H 3.7151 1.9500 -0.6332
*
```

Output
ΔE to the lowest compared entry with this formula, charge and spin in kcal per mole: 13.6
E_LUMO in eV: -0.33
Orbital gap in eV: 9.69
Highest occupied orbital energy in eV: -10.0